(1)
{"formula": "C2H4NPS", "method": "ωB97M-V/def2-TZVPD", "symbols": ["C", "C", "N", "P", "S", "H", "H", "H", "H"], "xyz": [[-0.57822, 1.42527, 0.44238], [0.45484, -1.44007, 0.59312], [-1.60624, 0.72752, 0.24900], [-2.48753, -0.51529, -0.02146], [1.03550, 0.05699, 0.22146], [-0.25297, 2.10687, -0.32851], [-0.17641, 1.68437, 1.50368], [0.48592, -1.62501, 1.66679], [-0.22427, -1.95063, -0.01002]], "forces_ev_per_a": [[2.7, 2.4, 2.5], [0.4, 2.0, 1.8], [-3.6, -2.5, -0.6], [1.4, 1.5, 0.6], [1.1, -1.4, -0.9], [-0.1, 0.2, -0.1], [-1.4, -0.3, -1.8], [-0.1, -0.7, -0.2], [-0.4, -1.3, -1.3]], "gap_ha": [0.2472, 0.2473], "charge": 0, "e_above_lowest_ev": 3.591, "fmax_ev_per_a": 4.45}



(2)
{"formula": "CH5IN2", "method": "ωB97M-V/def2-TZVPD", "symbols": ["C", "N", "N", "I", "H", "H", "H", "H", "H"], "xyz": [[0.51034, -0.49010, -0.75217], [-0.54747, 0.39934, -0.35230], [-0.50596, 1.05699, 0.80107], [-0.72124, -0.22414, 2.68150], [0.65752, -1.21902, -0.01639], [0.36557, -0.84434, -1.71756], [1.26145, 0.19409, -0.87950], [-1.46828, 0.03288, -0.60927], [0.44807, 1.09429, 0.84462]], "forces_ev_per_a": [[-1.2, 1.3, 0.8], [-3.1, -1.1, -1.5], [-2.2, -0.6, -0.5], [0.0, -0.1, -0.1], [0.6, -1.4, 1.0], [-0.8, -1.0, -1.6], [3.0, 1.0, 0.1], [0.2, 0.6, 0.4], [3.5, 1.2, 1.4]], "gap_ha": 0.3042, "charge": 0, "e_above_lowest_ev": 0.921, "fmax_ev_per_a": 3.93}



(3)
{"formula": "C3H8N2O2", "method": "ωB97M-V/def2-TZVPD", "symbols": ["C", "C", "N", "C", "N", "O", "O", "H", "H", "H", "H", "H", "H", "H", "H"], "xyz": [[-0.89163, -0.16955, -0.12980], [0.95892, 0.35029, -1.61254], [-0.05690, -0.61247, -1.23244], [-0.15279, 0.04333, 1.19138], [-0.83498, 0.77432, 2.09843], [0.53042, -1.85498, -0.93263], [0.94982, -0.41005, 1.42360], [1.09689, -1.74064, -0.14307], [-0.43174, 0.91623, 3.01061], [-1.76092, 1.11969, 1.92219], [-1.39176, 0.75095, -0.43727], [-1.64961, -0.94419, 0.03007], [0.46159, 1.26064, -1.94206], [1.51569, -0.07174, -2.44684], [1.65701, 0.58816, -0.79964]], "forces_ev_per_a": [[0.2, -0.4, -0.2], [0.2, -0.1, 0.0], [-0.2, 0.3, 0.2], [-0.3, 0.1, -0.2], [-0.1, 0.2, 0.4], [0.2, -0.4, 0.1], [0.3, -0.2, 0.0], [-0.2, 0.3, -0.1], [0.0, 0.0, -0.1], [0.0, 0.0, 0.0], [0.0, 0.0, 0.0], [0.0, 0.1, 0.0], [0.0, 0.1, 0.0], [0.0, 0.1, 0.0], [0.0, 0.0, 0.0]], "gap_ha": 0.3469, "charge": 0, "e_above_lowest_ev": 2.173, "fmax_ev_per_a": 0.52}



(4)
{"formula": "C4H9N3", "method": "ωB97M-V/def2-TZVPD", "symbols": ["C", "C", "C", "C", "N", "N", "N", "H", "H", "H", "H", "H", "H", "H", "H", "H"], "xyz": [[-1.24931, 0.99950, -0.23516], [-0.95749, -1.33905, 0.04275], [1.00783, -0.03836, 0.66983], [1.61662, 0.24068, -0.62602], [-0.26448, 1.34941, 0.47238], [-1.55687, -0.34370, -0.51329], [0.19157, -1.17688, 0.68901], [-2.09542, 1.62766, -0.45381], [-1.65955, -2.23923, 0.05332], [1.52118, 0.17581, 1.65208], [2.45205, -0.48588, -0.74812], [2.11632, 1.25938, -0.56521], [0.91307, 0.19316, -1.37115], [-0.25218, 2.23493, 0.88728], [-2.25423, -0.45890, -1.24800], [0.47088, -1.99854, 1.29411]], "forces_ev_per_a": [[-1.0, -0.3, 1.0], [0.0, -2.2, 1.3], [-1.2, 3.0, 0.4], [4.1, 1.0, 1.8], [0.8, -4.0, -0.2], [0.2, 3.2, -2.0], [-1.7, -3.0, 1.1], [0.0, 0.7, -0.3], [2.0, 0.4, 0.2], [-0.5, -0.3, -1.2], [-0.5, 0.3, -0.3], [-0.6, -1.2, -0.3], [-1.3, -0.3, -2.1], [0.3, 1.9, 0.8], [-0.3, -0.4, 0.5], [-0.2, 1.2, -0.6]], "gap_ha": 0.3983, "charge": 2, "e_above_lowest_ev": 1.183, "fmax_ev_per_a": 4.62}



(5)
{"formula": "C42H38LuN7S4", "method": "ωB97M-V/def2-TZVPD", "symbols": ["Lu", "S", "C", "C", "C", "C", "C", "C", "S", "C", "C", "C", "C", "C", "C", "C", "S", "C", "C", "C", "C", "C", "C", "S", "N", "H", "H", "H", "H", "H", "H", "H", "H", "H", "H", "H", "H", "H", "H", "H", "N", "C", "N", "C", "N", "N", "C", "C", "C", "C", "C", "C", "N", "C", "C", "C", "C", "C", "C", "H", "H", "H", "H", "H", "H", "H", "H", "H", "H", "H", "C", "N", "C", "C", "C", "C", "C", "C", "C", "C", "H", "H", "H", "H", "H", "H", "H", "H", "H", "H", "H", "H"], "xyz": [[-0.47114, 0.97663, 0.27864], [-0.62095, -0.30048, -2.47737], [-1.38394, 0.86227, -3.43369], [-0.84298, 1.31133, -4.67051], [-1.56275, 2.21408, -5.43614], [-2.78888, 2.76751, -4.98804], [-3.32217, 2.38221, -3.75759], [-2.62099, 1.43648, -3.00565], [-3.02293, 0.95855, -1.36109], [-3.66436, 2.50482, -0.66953], [-3.27817, 2.50616, 0.75731], [-4.26658, 2.50928, 1.72368], [-3.95029, 2.77353, 3.05385], [-2.61389, 3.05601, 3.33720], [-1.66458, 3.15159, 2.28028], [-0.42915, 3.88935, 2.50497], [0.90391, 3.40103, 1.38476], [1.99614, 2.52061, 2.46984], [3.33945, 2.92443, 2.59439], [4.28896, 2.06781, 3.21148], [3.79897, 0.93309, 3.87869], [2.44085, 0.61796, 3.87036], [1.49316, 1.39528, 3.16535], [-0.15809, 0.91768, 3.15849], [-1.96853, 2.62897, 1.06714], [0.16533, 1.00202, -4.92787], [-1.17137, 2.52671, -6.39260], [-3.30935, 3.53066, -5.57112], [-4.25595, 2.81272, -3.34382], [-4.76565, 2.51627, -0.79341], [-3.19616, 3.32581, -1.19192], [-5.27407, 2.22392, 1.39530], [-4.69998, 2.74407, 3.79654], [-2.26068, 3.24459, 4.36190], [-0.17624, 3.80669, 3.58050], [-0.58313, 4.99570, 2.29333], [3.63099, 3.86429, 2.13019], [5.36375, 2.30064, 3.15589], [4.47346, 0.30167, 4.43880], [2.07179, -0.24945, 4.41398], [2.84129, 2.70490, -2.19325], [1.66323, 2.34746, -1.68724], [1.52022, 1.38691, -0.83591], [2.55884, 0.52885, -0.47931], [2.35825, -0.52225, 0.24749], [1.03022, -0.78525, 0.59071], [0.82844, -1.92021, 1.25249], [-0.32199, -2.46488, 1.88285], [-0.05464, -3.09532, 3.12563], [-1.01822, -3.15064, 4.11178], [-2.29541, -2.56828, 3.82848], [-2.58917, -2.11808, 2.57185], [-1.69039, -2.29755, 1.52693], [3.88677, 0.95743, -0.91901], [5.08009, 0.26766, -0.57794], [6.29771, 0.61916, -1.12959], [6.38915, 1.69905, -1.98966], [5.26810, 2.45964, -2.29150], [4.02783, 2.07540, -1.78413], [2.88929, 3.46347, -2.86818], [0.75229, 2.87990, -1.96269], [1.69819, -2.50939, 1.47705], [0.96624, -3.46727, 3.28992], [-0.79999, -3.52368, 5.09139], [-3.03382, -2.38765, 4.59698], [-3.53409, -1.61457, 2.34949], [5.00431, -0.60660, 0.05077], [7.13981, 0.01121, -0.88659], [7.35845, 1.96808, -2.42502], [5.29677, 3.40705, -2.84738], [1.78684, -4.79670, -0.73752], [0.67595, -3.94268, -1.14058], [0.50249, -4.04165, -2.61117], [-0.56692, -4.36939, -0.43938], [-1.73946, -3.49971, -0.71161], [-2.55062, -3.83132, -1.81748], [-3.85415, -3.36153, -1.97214], [-4.30673, -2.36389, -1.10294], [-3.46257, -1.92827, -0.08002], [-2.24087, -2.55186, 0.19994], [2.73084, -4.40848, -1.15607], [1.61060, -5.87485, -1.01644], [1.86057, -4.79636, 0.34903], [0.17234, -5.06063, -2.93655], [1.44471, -3.80675, -3.08957], [-0.20681, -3.27582, -2.95134], [-0.35062, -4.46003, 0.62156], [-0.86015, -5.37861, -0.77031], [-2.19326, -4.51465, -2.59471], [-4.46340, -3.74355, -2.77502], [-5.31362, -1.97562, -1.26353], [-3.83675, -1.11470, 0.59697]], "forces_ev_per_a": [[1.0, -1.6, -0.4], [1.0, -0.9, 1.2], [-0.9, 1.2, -1.0], [-0.7, 0.2, 0.8], [-0.7, 0.4, 0.3], [0.2, -0.2, -0.1], [0.1, -0.1, 0.3], [1.2, 0.2, -0.5], [0.0, 0.0, 0.4], [-0.8, -1.0, -0.6], [-0.7, 0.1, 1.1], [-0.6, -0.3, -0.5], [2.0, -0.3, -0.8], [-0.3, 0.8, -0.1], [-2.2, -1.6, 0.5], [0.9, 1.5, 0.5], [0.2, 0.0, 0.4], [0.4, -0.2, 0.6], [0.3, -1.0, -0.3], [-0.9, 0.7, -0.2], [-0.3, 0.4, -0.3], [0.1, 0.4, 0.0], [1.4, -0.3, -0.2], [-0.8, -0.4, -0.6], [-0.2, 2.1, 0.0], [-0.3, -0.2, -0.2], [0.1, 0.1, -0.1], [0.2, -0.4, 0.0], [0.7, -0.2, -0.5], [0.7, 0.3, 0.2], [0.0, 0.3, -0.1], [0.3, 0.5, 0.3], [-0.5, -0.1, 0.8], [-0.3, 0.1, -0.6], [0.3, 0.0, -0.7], [-0.2, -1.2, 0.2], [0.1, -0.3, 0.0], [-0.7, -0.1, 0.2], [0.1, -0.1, -0.1], [0.1, 0.1, -0.1], [0.2, 1.0, -0.7], [-0.3, -0.6, 0.8], [-1.2, 0.4, -0.1], [0.5, -0.4, 0.7], [-0.8, -0.2, -0.4], [-0.2, 1.8, -1.4], [-1.4, -1.0, 1.7], [2.1, 0.9, -1.3], [-0.8, -0.9, 1.2], [1.2, -0.2, -1.2], [-0.7, 1.0, -1.4], [-0.5, -0.2, 1.9], [-0.1, 0.8, -2.0], [1.6, -0.1, -0.3], [-1.0, 0.3, -0.4], [-0.8, 0.0, 0.1], [0.6, 0.7, -0.4], [-0.5, 0.4, 0.2], [-0.1, -1.3, 0.5], [0.0, -0.4, 0.3], [0.4, 0.2, -0.3], [0.6, 0.0, 0.2], [-0.4, 0.3, 0.1], [0.1, -0.2, 0.3], [0.1, -0.1, 0.1], [0.5, -0.4, 0.3], [-0.1, 0.0, 0.2], [0.6, -0.1, 0.0], [-0.4, 0.0, 0.2], [0.3, -0.6, -0.1], [-0.3, -0.3, 0.0], [-0.5, -0.6, -0.5], [-0.3, 0.3, 0.7], [1.2, -0.4, -0.6], [-1.1, 0.1, 0.0], [-0.3, 0.2, 0.0], [0.8, 0.6, 0.4], [0.4, -0.4, -0.3], [-1.2, 0.6, 0.4], [0.2, -0.1, 0.9], [-0.4, -0.3, 0.1], [0.3, 0.7, -0.1], [0.1, 0.2, 0.1], [0.1, 0.5, 0.2], [0.3, -0.1, -0.1], [0.1, -0.3, 0.1], [0.0, 0.2, 0.0], [0.2, -0.1, -0.1], [0.1, 0.0, 0.6], [-0.1, 0.1, -0.1], [0.3, 0.2, 0.3], [0.4, -1.0, -0.8]], "gap_ha": 0.1621, "charge": 0, "e_above_lowest_ev": 0.000, "fmax_ev_per_a": 2.80}



(6)
{"formula": "C16H31N7O4P2PbS", "method": "ωB97M-V/def2-TZVPD", "symbols": ["Pb", "N", "C", "S", "N", "N", "C", "C", "C", "C", "C", "C", "C", "O", "H", "H", "H", "H", "H", "H", "H", "C", "N", "C", "P", "O", "O", "P", "O", "N", "C", "C", "N", "C", "C", "N", "C", "C", "H", "H", "H", "H", "H", "H", "H", "H", "H", "H", "H", "H", "H", "H", "H", "H", "H", "H", "H", "H", "H", "H", "H", "H"], "xyz": [[0.29785, -2.30845, -1.37295], [-2.27768, -4.90614, 1.64848], [-1.36882, -4.16179, 0.93341], [-2.03679, -3.26206, -0.42179], [-0.15286, -4.21472, 1.35895], [0.80992, -3.45043, 0.68526], [1.90695, -3.41593, 1.35294], [3.14691, -2.71264, 1.10156], [4.14624, -2.89306, 2.08060], [5.36418, -2.26437, 2.01972], [5.61248, -1.40490, 0.93386], [4.66210, -1.20513, -0.04128], [3.39494, -1.85575, -0.00627], [2.53761, -1.65448, -0.95446], [-3.16556, -5.08252, 1.22453], [-1.91105, -5.58058, 2.29591], [1.87970, -3.99371, 2.27641], [3.92901, -3.55814, 2.91158], [6.11360, -2.42647, 2.78422], [6.56973, -0.89649, 0.86095], [4.85944, -0.55852, -0.89170], [-0.62142, 2.93149, 2.11815], [-0.41585, 1.51340, 1.82310], [-0.71447, 0.57269, 2.90618], [0.00669, 1.01329, 0.33541], [-0.02150, -0.46685, 0.24146], [-1.05329, 1.70092, -0.66997], [-1.89035, 1.04470, -1.88241], [-1.10781, 0.01567, -2.59360], [-3.29209, 0.60051, -1.13643], [-4.20260, -0.16671, -2.01646], [-3.28230, 0.08358, 0.24326], [-2.30061, 2.29217, -2.85995], [-2.98593, 3.46610, -2.31218], [-1.46358, 2.57095, -4.02718], [1.38915, 1.79510, -0.05494], [1.82379, 1.71223, -1.47515], [2.50353, 1.77388, 0.90877], [-0.01140, 3.23691, 2.97222], [-1.66999, 3.12711, 2.36128], [-0.34554, 3.54770, 1.26414], [-0.06846, 0.76539, 3.76368], [-0.56174, -0.44812, 2.57341], [-1.75205, 0.68036, 3.22884], [-4.11218, 0.16548, -3.05047], [-5.23373, -0.00732, -1.69776], [-3.98392, -1.23843, -1.97700], [-2.68085, 0.72130, 0.88778], [-2.90590, -0.94305, 0.31003], [-4.30805, 0.10285, 0.62008], [-3.51351, 3.20989, -1.39692], [-3.71589, 3.83938, -3.03253], [-2.27187, 4.27013, -2.09675], [-0.97350, 1.65986, -4.36157], [-0.69877, 3.32330, -3.80057], [-2.08742, 2.95122, -4.83899], [1.08462, 1.21660, -2.10325], [2.73559, 1.12129, -1.55066], [2.00320, 2.71136, -1.87558], [2.12592, 1.79496, 1.93157], [3.12448, 2.65925, 0.75793], [3.13169, 0.88574, 0.78309]], "forces_ev_per_a": [[0.4, 0.5, -0.1], [0.1, 0.3, 0.0], [-0.1, -0.1, -0.1], [-0.1, -0.4, 0.3], [0.2, 0.1, -0.2], [-0.5, -0.1, 0.1], [0.4, 0.1, 0.1], [-0.1, -0.1, 0.1], [-0.1, 0.0, 0.0], [0.1, 0.2, -0.2], [-0.1, -0.1, 0.0], [0.0, 0.0, 0.0], [-0.1, 0.1, -0.1], [0.1, -0.1, 0.2], [-0.1, -0.1, -0.1], [0.1, -0.1, 0.0], [0.1, 0.0, 0.0], [0.0, 0.0, 0.0], [0.0, 0.0, 0.0], [-0.1, 0.0, 0.0], [0.0, -0.1, 0.1], [0.0, -0.2, 0.0], [-0.1, 0.1, 0.4], [0.0, 0.2, -0.1], [0.2, -0.2, 0.0], [-0.1, -0.1, -0.1], [0.2, 0.2, 0.1], [-0.3, -0.3, 0.1], [0.1, -0.1, -0.1], [-0.1, -0.4, -0.1], [0.1, 0.1, 0.2], [-0.1, 0.0, 0.0], [0.0, 0.3, 0.0], [0.2, -0.1, -0.1], [-0.1, 0.1, 0.0], [0.3, -0.1, -0.4], [0.0, 0.1, 0.3], [-0.1, 0.0, -0.2], [0.0, 0.0, 0.0], [0.0, 0.0, 0.0], [0.0, -0.1, 0.0], [0.1, 0.0, 0.0], [0.0, 0.0, -0.1], [-0.1, 0.0, 0.0], [0.1, 0.1, 0.1], [0.0, 0.0, 0.1], [0.0, 0.1, 0.0], [-0.1, 0.1, -0.1], [0.0, 0.2, -0.1], [0.0, 0.0, -0.1], [0.0, -0.1, 0.0], [0.0, 0.0, 0.0], [0.0, -0.1, 0.0], [0.0, 0.0, 0.1], [0.0, 0.0, 0.0], [0.0, 0.0, 0.0], [-0.1, 0.0, 0.1], [0.0, -0.1, 0.1], [0.0, 0.0, 0.1], [0.0, 0.0, -0.1], [0.0, 0.0, 0.0], [-0.1, 0.0, 0.0]], "gap_ha": 0.2772, "charge": 0, "fmax_ev_per_a": 0.60}